C2H3FNP | ωB97M-V/def2-TZVPD

## Properties
- E_HOMO (alpha / beta) (Eh) = -0.3103 / -0.3096
- molar mass (g/mol) = 91.03
- ΔE to the lowest compared entry with this formula, charge and spin (kcal per mole) = 51.4
- gap between HOMO and LUMO (alpha / beta) (Ha) = 0.262 / 0.262

Each atom is followed by the atoms it is bonded to, with distances in Å.
Cartesian coordinates (Å):
1 C -1.13481 0.15781 -0.00317  C2 1.298, N3 1.244
2 C -0.59281 -1.01848 -0.08901  C1 1.298, H6 1.121, H7 1.101
3 N -1.62297 1.30134 0.02872  C1 1.244, H8 1.019
4 F 2.48321 1.21418 0.17919  P5 1.710
5 P 2.51441 -0.49299 0.27272  F4 1.710
6 H -0.42103 -1.76303 0.73176  C2 1.121
7 H -0.27247 -1.46142 -1.04440  C2 1.101
8 H -0.95353 2.06260 -0.07582  N3 1.019

Here are the Löwdin charges for atoms 1 to 4, given in e: -0.2749, -0.1259, 0.1301, -0.6004



C2H2BrO2S2 | ωB97M-V/def2-TZVPD

## Properties
- E_HOMO (Eh) = -0.1047
- molar mass (g/mol) = 202.07
- ΔE to the lowest compared entry with this formula, charge and spin (kcal per mole) = 38.7
- gap between HOMO and LUMO (Ha) = 0.224
- net charge = -1

Each atom is followed by the atoms it is bonded to, with distances in Å.
Cartesian coordinates (Å):
1 C -2.94170 0.65385 0.24841  O3 1.157, O4 1.168
2 C 1.48257 -0.17687 0.09303  S5 1.775, S6 1.754, Br7 2.181
3 O -3.16370 0.35779 -0.84782  C1 1.157
4 O -2.84545 0.93098 1.37862  C1 1.168
5 S 2.74478 -1.40713 -0.11325  C2 1.775, H8 1.411
6 S 1.41335 0.80851 -1.35626  C2 1.754, H9 1.369
7 Br -0.42995 -1.22296 0.15781  C2 2.181
8 H 2.83094 -1.88354 1.21188  S5 1.411
9 H 0.90917 1.93937 -0.77242  S6 1.369

Here are the Löwdin charges for atoms 1 to 4, given in e: -0.5299, -1.4570, 0.1464, 0.1457



C27H54ClIN4O3P2 | ωB97M-V/def2-TZVPD

## Properties
- E_HOMO (Eh) = -0.2985
- molar mass (g/mol) = 707.06
- gap between HOMO and LUMO (Ha) = 0.310
- SMILES = CC(C)=N[C@H](O[C@H](CN)P(N)O)[C@@](I)(NCc1ccccc1C)P(O)Cl.CCCCCC.CCCCCC

Each atom is followed by the atoms it is bonded to, with distances in Å.
Cartesian coordinates (Å):
1 C -0.47657 -1.01818 -2.13197  C2 1.507, H27 1.092, H28 1.087, H29 1.090
2 C 0.79398 -1.03881 -1.32123  C1 1.507, C3 1.500, N4 1.275
3 C 1.05132 -2.30414 -0.55784  C2 1.500, H30 1.089, H31 1.096, H32 1.087
4 N 1.59786 -0.05523 -1.21307  C2 1.275, C5 1.456
5 C 2.23279 0.57723 -2.36098  N4 1.456, O6 1.401, C13 1.547, H33 1.102
6 O 2.69012 -0.37657 -3.27940  C5 1.401, C7 1.427
7 C 2.47361 -0.08791 -4.65970  O6 1.427, C8 1.531, P10 1.877, H34 1.094
8 C 1.00807 -0.12123 -5.10268  C7 1.531, N9 1.464, H35 1.092, H36 1.090
9 N 0.84806 0.44040 -6.44564  C8 1.464, H37 1.010, H38 1.011
10 P 3.34165 -1.41279 -5.66722  C7 1.877, N11 1.701, O12 1.649
11 N 4.93872 -0.84437 -5.81227  P10 1.701, H39 1.013, H40 1.018
12 O 3.45314 -2.65446 -4.58729  P10 1.649, H41 0.963
13 C 3.34427 1.40339 -1.67223  C5 1.547, I14 2.206, N15 1.442, P24 1.921
14 I 4.94215 1.91616 -3.10423  C13 2.206
15 N 2.72880 2.60999 -1.17647  C13 1.442, C16 1.470, H42 1.012
16 C 3.39604 3.24508 -0.03044  N15 1.470, C17 1.515, H43 1.095, H44 1.091
17 C 2.74593 2.91503 1.29754  C16 1.515, C18 1.384, C22 1.402
18 C 1.51502 2.28409 1.34386  C17 1.384, C19 1.387, H45 1.081
19 C 0.90642 1.98536 2.55401  C18 1.387, C20 1.386, H46 1.083
20 C 1.52700 2.34155 3.74156  C19 1.386, C21 1.383, H47 1.082
21 C 2.75517 2.97570 3.69769  C20 1.383, C22 1.388, H48 1.084
22 C 3.37561 3.28260 2.49488  C17 1.402, C21 1.388, C23 1.505
23 C 4.70548 3.98614 2.48062  C22 1.505, H49 1.093, H50 1.090, H51 1.089
24 P 4.00231 0.28705 -0.25365  C13 1.921, O25 1.628, Cl26 2.099
25 O 4.14036 -1.14684 -1.01122  P24 1.628, H52 0.969
26 Cl 6.02860 0.81110 -0.09086  P24 2.099
27 H -0.52085 -1.86154 -2.82486  C1 1.092
28 H -0.54324 -0.09890 -2.70844  C1 1.087
29 H -1.31067 -1.07094 -1.43267  C1 1.090
30 H 1.45173 -3.07232 -1.21745  C3 1.089
31 H 0.09324 -2.65514 -0.15821  C3 1.096
32 H 1.69051 -2.11082 0.30027  C3 1.087
33 H 1.54637 1.30734 -2.81947  C5 1.102
34 H 2.91864 0.85934 -4.97694  C7 1.094
35 H 0.60387 -1.13522 -5.12535  C8 1.092
36 H 0.39069 0.49271 -4.44681  C8 1.090
37 H 1.08371 -0.24459 -7.14973  N9 1.010
38 H 1.42094 1.26381 -6.57122  N9 1.011
39 H 5.27414 -1.18464 -6.70586  N11 1.013
40 H 5.54208 -1.23657 -5.09210  N11 1.018
41 H 2.57932 -3.03265 -4.43999  O12 0.963
42 H 2.76666 3.27079 -1.94212  N15 1.012
43 H 3.27381 4.32429 -0.16742  C16 1.095
44 H 4.47203 3.06286 -0.02002  C16 1.091
45 H 0.99910 2.00616 0.43595  C18 1.081
46 H -0.05190 1.48171 2.55356  C19 1.083
47 H 1.03269 2.09323 4.67139  C20 1.082
48 H 3.23488 3.22673 4.63659  C21 1.084
49 H 4.58614 5.04077 2.21824  C23 1.093
50 H 5.37814 3.55629 1.73820  C23 1.090
51 H 5.19327 3.93263 3.45224  C23 1.089
52 H 4.78907 -1.09983 -1.72985  O25 0.969
53 C -5.37549 -5.72244 -2.18515  C54 1.526, H59 1.091, H60 1.091, H61 1.092
54 C -4.41249 -6.15552 -1.08352  C53 1.526, C55 1.528, H62 1.093, H63 1.093
55 C -3.66290 -4.99137 -0.43830  C54 1.528, C56 1.529, H64 1.093, H65 1.094
56 C -2.75879 -4.20356 -1.38742  C55 1.529, C57 1.528, H66 1.095, H67 1.094
57 C -1.68841 -5.03409 -2.09356  C56 1.528, C58 1.526, H68 1.095, H69 1.093
58 C -0.69170 -5.67931 -1.13494  C57 1.526, H70 1.091, H71 1.091, H72 1.091
59 H -4.85246 -5.24766 -3.01672  C53 1.091
60 H -5.91346 -6.58185 -2.58702  C53 1.091
61 H -6.11455 -5.01661 -1.80074  C53 1.092
62 H -3.70531 -6.88825 -1.48157  C54 1.093
63 H -4.97897 -6.67256 -0.30500  C54 1.093
64 H -3.07046 -5.37155 0.39846  C55 1.093
65 H -4.38943 -4.30053 0.00057  C55 1.094
66 H -2.27024 -3.40590 -0.81731  C56 1.095
67 H -3.37059 -3.69960 -2.14120  C56 1.094
68 H -1.14231 -4.37864 -2.77965  C57 1.095
69 H -2.15352 -5.80330 -2.71522  C57 1.093
70 H -0.19374 -4.92089 -0.52989  C58 1.091
71 H 0.07370 -6.22570 -1.68831  C58 1.091
72 H -1.17424 -6.38758 -0.46052  C58 1.091
73 C -5.15163 2.83823 6.49742  C74 1.526, H79 1.091, H80 1.091, H81 1.092
74 C -4.86166 3.70150 5.27306  C73 1.526, C75 1.528, H82 1.093, H83 1.093
75 C -4.01154 2.99565 4.21835  C74 1.528, C76 1.529, H84 1.094, H85 1.095
76 C -2.61232 2.59054 4.68452  C75 1.529, C77 1.527, H86 1.095, H87 1.094
77 C -1.74709 3.73928 5.19911  C76 1.527, C78 1.526, H88 1.093, H89 1.094
78 C -1.45413 4.79991 4.14222  C77 1.526, H90 1.092, H91 1.091, H92 1.091
79 H -4.23702 2.56791 7.02714  C73 1.091
80 H -5.79149 3.37064 7.20248  C73 1.091
81 H -5.66430 1.91730 6.21185  C73 1.092
82 H -4.38133 4.63236 5.58597  C74 1.093
83 H -5.81099 3.98913 4.81360  C74 1.093
84 H -3.93016 3.64104 3.33933  C75 1.094
85 H -4.53842 2.09712 3.88115  C75 1.095
86 H -2.09584 2.10565 3.84981  C76 1.095
87 H -2.69406 1.83036 5.46688  C76 1.094
88 H -0.79813 3.32546 5.54878  C77 1.093
89 H -2.21458 4.20703 6.07008  C77 1.094
90 H -0.95207 4.35980 3.27810  C78 1.092
91 H -0.80178 5.57294 4.55086  C78 1.091
92 H -2.36643 5.28922 3.79661  C78 1.091

Here are the Löwdin charges for atoms 1 to 4, given in e: -0.0091, -0.3473, -0.0159, 0.0765



Q: Look up the molar mass of the third one.
A: 707.06 g/mol